1.
A molecular structure, C36H47Cl3NO2PdSbSi4. Source: the OMol25 dataset; level of theory: wB97M-V/def2-TZVPD.

Geometry as XYZ:
```
95
Properties=species:S:1:pos:R:3:forces:R:3
Pd -1.743 0.340 0.342 0.13 -0.02 0.05
C 6.815 1.956 -0.686 -0.02 0.01 -0.01
C 5.594 2.499 -1.062 0.03 0.00 0.00
C 4.430 1.760 -0.901 -0.02 0.01 0.00
C 4.462 0.481 -0.347 -0.04 -0.04 -0.04
C 5.694 -0.057 0.015 0.03 0.00 0.00
C 6.863 0.675 -0.154 0.00 -0.02 0.01
Sb 2.585 -0.526 -0.048 0.04 0.02 0.03
C 3.421 -2.428 0.464 0.01 0.02 0.00
C 3.739 -2.795 1.768 0.02 -0.01 -0.01
C 4.236 -4.063 2.042 -0.01 0.00 0.00
C 4.422 -4.976 1.014 0.00 -0.01 0.00
C 4.109 -4.620 -0.290 0.00 0.00 -0.01
C 3.607 -3.354 -0.560 0.00 0.01 0.01
C 2.371 0.189 1.972 0.04 0.04 -0.08
C 3.429 0.750 2.685 0.04 -0.01 0.03
C 3.235 1.251 3.968 -0.01 0.01 -0.02
C 1.975 1.210 4.549 0.00 -0.01 -0.03
C 0.916 0.646 3.850 0.01 0.01 0.03
C 1.116 0.137 2.574 -0.05 -0.09 0.02
H 7.726 2.526 -0.815 0.00 0.00 0.00
H 5.548 3.494 -1.488 0.00 0.00 0.00
H 3.484 2.192 -1.216 0.00 0.00 0.01
H 5.747 -1.055 0.437 -0.01 0.01 0.00
H 7.814 0.242 0.131 0.00 0.00 0.00
H 3.590 -2.095 2.582 0.00 0.00 0.01
H 4.476 -4.338 3.062 0.00 0.00 0.00
H 4.804 -5.966 1.229 0.00 0.00 0.00
H 4.246 -5.331 -1.096 0.00 0.00 0.00
H 3.349 -3.096 -1.581 0.00 0.00 -0.01
H 4.418 0.802 2.240 -0.04 0.01 0.02
H 4.071 1.677 4.510 0.00 0.00 0.00
H 1.820 1.612 5.542 0.00 -0.01 0.01
H -0.070 0.601 4.298 0.00 0.00 0.00
H 0.287 -0.322 2.046 0.08 0.10 0.09
N -0.029 1.919 0.227 -0.10 0.04 0.13
C 0.615 2.866 0.294 0.01 -0.02 -0.07
C 1.434 4.041 0.360 0.01 -0.02 0.02
C 1.084 5.168 -0.381 0.00 0.00 0.00
C 1.889 6.291 -0.320 0.00 0.00 0.00
C 3.032 6.285 0.471 0.00 -0.01 0.00
C 3.373 5.159 1.208 0.00 0.01 0.00
C 2.575 4.029 1.160 -0.02 0.01 0.00
H 0.192 5.154 -0.993 0.00 0.00 0.00
H 1.627 7.172 -0.890 0.00 0.00 0.00
H 3.660 7.165 0.512 0.00 0.00 0.00
H 4.264 5.158 1.822 0.00 0.00 0.00
H 2.822 3.142 1.729 0.02 -0.02 0.01
Cl 0.200 -4.677 -1.507 0.01 0.00 -0.02
C -0.502 -4.212 0.054 -0.08 0.00 0.03
Cl -1.933 -5.206 0.400 0.04 0.02 -0.02
Cl 0.678 -4.409 1.332 0.02 0.00 0.02
C -0.951 -2.735 -0.069 -0.06 -0.01 -0.06
O -1.929 -2.582 -0.914 0.09 -0.07 0.13
O -0.414 -1.853 0.565 0.00 -0.03 0.00
C -5.182 1.886 0.212 -0.01 -0.03 0.03
Si -3.309 2.036 0.163 0.04 0.03 -0.14
C -2.950 2.597 -1.604 -0.02 0.04 0.02
C -2.849 3.441 1.340 -0.03 0.01 -0.01
Si -2.257 -0.930 -1.497 -0.26 0.10 -0.24
Si -4.170 -1.598 -2.793 -0.03 0.05 0.05
C -4.207 -0.431 -4.285 0.00 0.01 0.02
C -3.807 -3.341 -3.395 0.06 -0.02 0.04
C -5.881 -1.576 -2.010 0.01 0.00 -0.09
Si -3.253 -0.364 1.995 0.06 -0.04 0.03
C -4.772 -1.326 1.450 -0.01 0.01 0.01
C -3.768 0.864 3.337 -0.02 0.00 0.00
C -2.255 -1.646 2.969 -0.02 0.00 -0.01
H -5.577 2.870 -0.059 -0.02 0.01 0.00
H -5.592 1.621 1.185 -0.01 0.00 -0.02
H -5.555 1.168 -0.519 0.02 -0.01 -0.03
H -3.456 3.548 -1.799 0.00 0.01 0.00
H -3.322 1.867 -2.328 0.00 0.00 0.00
H -1.882 2.725 -1.787 0.01 0.00 -0.01
H -2.931 4.395 0.810 -0.01 0.01 0.00
H -1.835 3.356 1.729 0.02 0.00 0.00
H -3.531 3.477 2.191 0.02 0.01 0.00
H -3.320 0.203 -4.342 0.02 -0.01 -0.01
H -5.078 0.226 -4.245 0.00 0.02 0.01
H -4.263 -0.999 -5.216 -0.02 -0.01 -0.01
H -2.841 -3.395 -3.900 0.00 0.00 -0.01
H -4.575 -3.672 -4.099 -0.01 0.01 -0.01
H -3.777 -4.044 -2.560 0.00 -0.01 0.00
H -6.187 -0.560 -1.759 -0.01 0.00 0.04
H -5.944 -2.186 -1.111 0.01 -0.03 0.04
H -6.601 -1.965 -2.735 -0.01 0.00 -0.01
H -5.509 -0.732 0.912 0.01 -0.01 -0.01
H -5.259 -1.759 2.329 -0.01 0.00 0.01
H -4.462 -2.152 0.805 -0.01 -0.02 -0.02
H -4.517 1.593 3.031 0.01 -0.01 0.01
H -2.904 1.413 3.721 0.01 -0.01 -0.01
H -4.188 0.283 4.163 -0.01 0.01 0.02
H -2.150 -2.581 2.420 0.02 -0.03 -0.01
H -2.829 -1.864 3.875 0.00 -0.01 0.01
H -1.259 -1.326 3.275 0.00 0.01 -0.01
```
Forces are in eV/Å.

net charge	0

Results of the Löwdin charge analysis, in e, for atoms 1 through 4:
1. Pd 0.292
2. C -0.095
3. C -0.095
4. C -0.157

2.
10 unconnected molecules or ions with the total composition C36H47F10NO30S. Source: the OMol25 dataset; level of theory: wB97M-V/def2-TZVPD.

Geometry as XYZ:
```
125
Properties=species:S:1:pos:R:3:forces:R:3
C -0.062 -5.259 4.004 0.39 0.51 -0.65
C -0.040 -4.346 2.764 -0.57 0.63 0.82
C 0.053 -2.860 3.202 -0.08 -0.97 0.43
C -1.273 -2.444 3.861 0.35 0.99 -0.31
C -1.572 -0.941 3.798 0.01 -0.11 0.49
C -2.986 -0.592 4.341 0.66 0.70 -1.04
C -3.999 -0.351 3.190 -0.70 -0.07 0.93
C -5.232 -1.272 3.176 0.28 -0.15 -0.48
C -4.935 -2.754 3.401 -0.39 0.34 -0.40
N -6.207 -3.461 3.625 0.60 -0.27 -1.58
O -6.598 -3.529 4.942 -0.43 0.23 0.66
S -6.268 -4.987 2.892 -0.24 -1.37 2.25
O -5.016 -5.654 2.859 0.85 0.64 -1.01
O -7.311 -5.705 3.504 -1.20 0.02 0.11
F -6.746 -4.670 1.450 0.56 0.68 0.01
H -0.098 -6.293 3.671 -0.07 -0.14 0.34
H 0.835 -5.068 4.595 0.06 -0.25 0.04
H -0.918 -5.001 4.624 -0.13 -0.25 0.03
H -1.030 -4.450 2.307 0.24 -0.19 -0.56
H 0.755 -4.628 2.077 0.00 -0.05 -0.05
H 0.822 -2.824 3.980 0.22 0.30 -0.20
H 0.357 -2.205 2.386 -0.18 0.09 -0.03
H -2.102 -2.955 3.362 0.00 -0.22 0.15
H -1.234 -2.713 4.918 -0.31 -0.31 -0.02
H -0.855 -0.371 4.395 0.23 -0.27 0.02
H -1.435 -0.563 2.780 -0.23 -0.15 0.30
H -2.869 0.355 4.865 -0.19 -0.04 0.20
H -3.327 -1.320 5.078 0.00 -0.06 -0.02
H -3.521 -0.350 2.216 0.21 -0.21 0.00
H -4.383 0.663 3.319 -0.03 0.04 -0.21
H -6.023 -0.956 3.856 0.22 0.04 0.29
H -5.673 -1.205 2.179 -0.17 0.03 0.04
H -4.227 -2.944 4.212 -0.17 -0.10 0.15
H -4.485 -3.199 2.512 0.09 0.10 -0.03
H -5.813 -3.606 5.513 0.12 -0.27 -0.33
C -0.361 -0.336 -1.977 -0.22 0.06 -0.43
C 0.300 -1.252 -0.979 0.35 0.34 0.14
O 0.071 -0.591 0.245 -0.37 -0.22 -0.20
C -1.091 0.110 0.097 -0.21 0.38 0.11
O -1.714 0.564 0.995 0.07 0.17 -0.29
O -1.437 0.212 -1.210 0.30 -0.33 0.21
F 1.640 -1.336 -1.191 0.01 -0.11 0.03
H 0.300 0.467 -2.304 0.12 -0.07 0.10
H -0.734 -0.862 -2.853 -0.23 0.07 0.07
H -0.124 -2.259 -0.935 0.13 -0.05 0.04
C 0.820 4.587 -0.435 -0.15 0.22 0.32
C 1.808 4.463 -1.563 0.31 -0.23 -0.11
O 1.289 3.354 -2.301 -0.29 0.24 0.06
C -0.053 3.353 -2.101 -0.18 -0.05 -0.01
O -0.830 2.740 -2.761 0.04 -0.07 -0.03
O -0.394 4.140 -1.056 0.23 -0.07 -0.17
F 3.047 4.147 -1.108 -0.01 -0.08 -0.07
H 1.062 3.931 0.403 0.11 -0.07 -0.10
H 0.724 5.607 -0.073 -0.21 0.01 -0.14
H 1.865 5.345 -2.206 0.11 -0.56 0.25
C -0.152 8.224 -4.494 0.29 0.10 -0.40
C 0.911 9.289 -4.532 -0.21 0.18 0.21
O 1.581 9.104 -3.291 0.15 -0.40 -0.30
C 1.447 7.788 -2.980 -0.06 -0.09 0.19
O 2.089 7.216 -2.155 0.06 0.71 0.03
O 0.496 7.199 -3.726 0.13 0.19 0.01
F 0.373 10.534 -4.559 0.13 0.04 -0.03
H -1.042 8.553 -3.980 0.12 0.27 0.12
H -0.423 7.864 -5.481 0.13 -0.22 0.06
H 1.628 9.186 -5.349 0.03 0.15 0.02
C 2.223 -9.129 0.436 0.32 -0.17 -0.24
C 0.870 -8.468 0.442 -0.36 -0.26 0.18
O 0.937 -7.637 1.593 0.34 0.13 -0.29
C 2.244 -7.307 1.757 0.10 0.05 0.19
O 2.630 -6.423 2.451 0.12 -0.05 0.07
O 3.048 -8.112 1.020 -0.29 0.04 0.04
F -0.126 -9.372 0.609 -0.02 0.06 0.04
H 2.247 -10.023 1.061 -0.17 0.05 0.07
H 2.562 -9.386 -0.564 0.14 0.22 0.01
H 0.667 -7.856 -0.434 -0.14 -0.08 -0.04
C 4.201 -4.528 5.050 -0.28 -0.31 -0.69
C 4.850 -5.358 6.125 0.32 0.32 0.05
O 4.557 -4.620 7.300 -0.39 -0.26 -0.15
C 3.385 -3.960 7.065 -0.11 0.27 0.05
O 2.717 -3.458 7.907 0.08 0.10 0.02
O 3.087 -3.956 5.745 0.22 -0.18 0.21
F 6.196 -5.421 5.969 0.00 -0.05 0.07
H 4.849 -3.733 4.695 0.19 -0.10 0.11
H 3.872 -5.122 4.199 -0.29 0.03 0.11
H 4.452 -6.370 6.220 0.13 -0.05 0.02
C 3.865 0.192 6.102 0.00 0.26 0.35
C 4.607 -0.604 5.059 -0.28 -0.28 0.07
O 3.615 -0.830 4.077 0.22 0.41 0.06
C 2.743 0.221 4.149 -0.37 0.06 -0.08
O 1.951 0.494 3.315 0.00 -0.05 -0.01
O 2.919 0.913 5.306 0.21 -0.26 -0.13
F 5.024 -1.801 5.548 0.16 0.20 0.01
H 3.335 -0.451 6.807 0.07 -0.17 -0.11
H 4.509 0.871 6.655 -0.11 0.17 -0.12
H 5.454 -0.084 4.606 0.11 -0.14 0.04
C 1.020 -3.923 -3.069 -0.38 0.29 0.04
C 2.050 -4.371 -4.076 0.41 0.14 0.25
O 2.445 -5.632 -3.558 -0.49 -0.04 -0.20
C 1.377 -6.131 -2.880 0.04 -0.15 0.19
O 1.264 -7.261 -2.538 0.08 -0.02 0.06
O 0.455 -5.167 -2.644 0.22 -0.03 -0.19
F 3.120 -3.547 -4.098 0.02 -0.06 -0.06
H 1.470 -3.419 -2.215 0.26 -0.05 -0.12
H 0.261 -3.278 -3.506 -0.15 -0.20 0.01
H 1.669 -4.494 -5.091 0.10 0.03 -0.04
C -3.219 4.827 -6.395 0.27 -0.24 -0.28
C -4.583 5.466 -6.314 -0.17 -0.29 0.31
O -4.461 6.304 -5.176 0.26 0.18 -0.40
C -3.150 6.653 -5.088 0.09 0.01 0.30
O -2.729 7.541 -4.421 -0.69 -0.29 -0.02
O -2.380 5.858 -5.865 -0.27 0.06 0.00
F -5.554 4.551 -6.089 -0.05 0.07 -0.01
H -3.144 3.938 -5.767 -0.17 0.05 0.08
H -2.930 4.570 -7.410 0.16 0.19 0.02
H -4.853 6.070 -7.183 -0.12 -0.05 0.01
C 0.996 10.796 -8.378 -0.40 0.30 0.08
C 1.986 10.327 -9.415 0.37 0.13 0.21
O 2.386 9.066 -8.907 -0.47 0.02 -0.15
C 1.336 8.581 -8.188 -0.01 -0.28 0.14
O 1.219 7.454 -7.841 0.03 0.03 0.12
O 0.432 9.560 -7.922 0.31 0.05 -0.18
F 3.065 11.141 -9.480 0.02 -0.05 -0.05
H 1.483 11.304 -7.544 0.17 -0.04 -0.08
H 0.229 11.447 -8.788 -0.15 -0.17 0.04
H 1.569 10.201 -10.416 0.10 0.05 -0.05
```
Forces are in eV/Å.

net charge	0

Results of the Löwdin charge analysis, in e, for atoms 1 through 4:
1. C -0.093
2. C -0.247
3. C -0.193
4. C -0.207

Q: Which lowest unoccupied orbital energy values were calculated for the entries above? A: -0.32 0.17, in eV.
Q: Which HOMO values were calculated for the entries above? A: -6.65 -9.78, in eV.